No. 1
A molecular structure, C19H19BrMnN2O7PS2. Source: OMol25; level of theory: the ωB97M-V functional and the def2-TZVPD basis.

Geometry as XYZ:
```
52
Properties=species:S:1:pos:R:3
Mn -0.29 -0.12 -0.31
Br -7.31 -2.31 0.36
C -5.48 -2.00 0.00
C -4.67 -3.05 -0.44
C -3.34 -2.85 -0.71
C -2.77 -1.58 -0.54
O -1.49 -1.40 -0.81
C -3.58 -0.52 -0.09
C -3.07 0.81 0.06
N -1.83 1.16 -0.05
C -1.39 2.52 -0.02
C -2.21 3.63 0.12
C -1.64 4.89 0.12
C -0.26 5.02 -0.03
C 0.56 3.92 -0.19
C 2.00 4.02 -0.40
C 2.74 2.92 -0.51
C 2.17 1.55 -0.38
N 0.72 1.48 -0.40
C -0.01 2.64 -0.19
C -4.95 -0.74 0.17
H -5.11 -4.03 -0.58
H -2.71 -3.65 -1.06
H -3.80 1.59 0.26
H -3.28 3.54 0.23
H -2.26 5.76 0.24
H 0.19 6.01 -0.04
H 2.45 5.01 -0.44
H 3.81 2.95 -0.63
H 2.60 0.91 -1.15
H -5.57 0.08 0.50
O 5.58 1.47 1.15
S 4.83 0.36 0.63
O 4.73 0.31 -0.82
O 5.00 -0.91 1.30
S 2.76 0.83 1.21
C 1.18 -4.47 -0.18
O 0.51 -3.19 -0.25
P 1.30 -1.88 0.20
O 1.83 -2.20 1.64
C 1.28 -1.64 2.84
O 2.64 -1.88 -0.62
C 2.66 -1.58 -2.02
H 0.41 -5.22 -0.11
H 1.84 -4.53 0.68
H 1.76 -4.62 -1.10
H 0.64 -2.39 3.31
H 0.71 -0.73 2.63
H 2.12 -1.39 3.48
H 2.45 -2.48 -2.59
H 3.65 -1.19 -2.22
H 1.91 -0.81 -2.27
```

The value obtained for the molar mass is 617.32 g/mol. As for the relative energy (zero: lowest compared OMol25 entry of this formula, charge and spin): 1.941 eV. Its total charge is 0. The orbital gap (alpha / beta) is 6.04 / 6.16 eV. Its spin multiplicity is 5. As for the largest force on an atom: 0.644 eV Å⁻¹.

Here are the Löwdin charges for atoms 1 to 5, given in e:
1 Mn 0.978
2 Br 0.751
3 C -0.692
4 C -0.098
5 C 0.015

***

No. 2
A molecular structure, C19H19Cl2N3O9P2Rh. Source: OMol25; level of theory: the ωB97M-V functional and the def2-TZVPD basis.

Geometry as XYZ:
```
55
Properties=species:S:1:pos:R:3
Rh -0.31 0.52 -0.22
O 1.67 -3.51 4.98
C 2.37 -3.36 3.97
O 3.47 -3.77 3.58
C 1.68 -2.44 2.92
C 2.22 -2.26 1.65
C 1.58 -1.45 0.74
N 0.41 -0.83 1.05
C -0.13 -1.02 2.27
C 0.48 -1.81 3.21
C -1.39 -0.33 2.48
C -2.13 -0.45 3.64
C -3.30 0.26 3.77
C -3.71 1.06 2.72
C -2.93 1.12 1.58
N -1.78 0.43 1.46
C 1.99 -1.32 -0.64
C 3.20 -1.73 -1.16
C 3.39 -1.67 -2.53
C 2.37 -1.20 -3.33
C 1.22 -0.73 -2.73
N 1.03 -0.79 -1.41
H 3.13 -2.80 1.41
H 0.06 -1.98 4.19
H -1.79 -1.10 4.44
H -3.89 0.19 4.68
H -4.62 1.65 2.77
H -3.25 1.72 0.76
H 3.98 -2.09 -0.50
H 4.33 -1.99 -2.96
H 2.46 -1.16 -4.41
H 0.41 -0.31 -3.32
C 0.78 4.66 -0.69
C 1.85 3.62 -0.96
O 3.09 4.28 -1.15
P 2.01 2.45 0.45
O 3.00 1.33 0.01
O 2.78 3.14 1.62
O 0.66 1.91 0.92
P 1.51 2.51 -2.37
O 1.13 3.41 -3.63
O 2.81 1.79 -2.56
O 0.25 1.71 -2.04
H 1.15 5.39 0.04
H -0.13 4.21 -0.29
H 0.54 5.20 -1.61
H 3.72 3.67 -1.56
H 3.18 1.36 -0.99
H 2.35 3.90 2.04
H 1.90 3.65 -4.16
Cl -2.11 2.68 -0.93
C -2.65 1.58 -2.21
Cl -2.23 -0.14 -1.81
H -2.13 1.84 -3.12
H -3.73 1.64 -2.29
```

The value obtained for the molar mass is 669.13 g/mol. As for the relative energy (zero: lowest compared OMol25 entry of this formula, charge and spin): 2.894 eV. Its total charge is +1. The orbital gap (alpha / beta) is 4.72 / 4.72 eV. As for the largest force on an atom: 2.214 eV Å⁻¹.

Here are the Löwdin charges for atoms 1 to 5, given in e:
1 Rh 1.081
2 O -0.001
3 C -0.673
4 O 0.003
5 C -0.035

***

No. 3
A single C19H19ClN2O7S molecule. Source: OMol25; level of theory: the ωB97M-V functional and the def2-TZVPD basis.

Geometry as XYZ:
```
49
Properties=species:S:1:pos:R:3
C 0.95 1.59 4.08
H 1.80 2.26 3.99
O -0.02 1.86 3.10
C 0.32 1.71 1.78
C 1.55 1.26 1.32
C 1.77 1.06 -0.03
C 0.75 1.32 -0.94
C -0.46 1.84 -0.50
C -0.68 2.03 0.85
O -1.86 2.49 1.37
C -2.89 2.85 0.48
H -3.71 3.20 1.11
H -3.22 2.00 -0.12
H -2.57 3.67 -0.18
H -1.23 2.05 -1.22
N 0.96 0.97 -2.29
C 0.01 0.72 -3.21
O -1.17 1.02 -3.12
C 0.53 -0.08 -4.41
C 0.43 -1.56 -4.09
H 0.70 -2.17 -4.95
H -0.56 -1.86 -3.75
S 1.64 -2.07 -2.81
O 2.73 -1.13 -2.87
O 1.93 -3.45 -3.04
C 0.90 -1.93 -1.16
C -0.39 -1.53 -0.89
C -0.85 -1.44 0.42
C 0.01 -1.79 1.47
C 1.31 -2.19 1.21
C 1.75 -2.26 -0.11
Cl 3.36 -2.75 -0.44
H 1.97 -2.46 2.01
N -0.48 -1.76 2.77
C -1.73 -1.33 3.09
O -2.17 -1.40 4.22
C -2.50 -0.68 1.95
H -2.37 0.41 2.07
O -2.13 -1.07 0.64
H -3.56 -0.91 2.06
H 0.09 -2.14 3.51
H -1.08 -1.27 -1.68
H -0.10 0.15 -5.27
H 1.56 0.17 -4.63
H 1.88 0.57 -2.47
H 2.72 0.69 -0.37
H 2.35 1.04 2.01
H 0.45 1.75 5.03
H 1.30 0.55 4.03
```

The value obtained for the molar mass is 454.89 g/mol. As for the relative energy (zero: lowest compared OMol25 entry of this formula, charge and spin): 0.000 eV. Its total charge is 0. The orbital gap is 8.45 eV. As for the largest force on an atom: 0.824 eV Å⁻¹.

Here are the Löwdin charges for atoms 1 to 5, given in e:
1 C -0.080
2 H 0.099
3 O -0.072
4 C -0.212
5 C -0.010

***

No. 4
A single C19H19ClN8 molecule. Source: OMol25; level of theory: the ωB97M-V functional and the def2-TZVPD basis.

Geometry as XYZ:
```
47
Properties=species:S:1:pos:R:3
Cl 5.20 -3.90 -6.52
N -2.44 -0.40 1.59
N -3.16 0.17 2.49
N 3.31 -2.36 -3.27
N 3.67 0.74 -4.92
N 0.40 0.94 -2.35
C 3.97 -3.20 -4.06
C 3.79 -0.52 -4.74
C 2.80 1.11 -3.96
C 4.42 -1.31 -5.60
C 4.43 -2.70 -5.36
C -1.88 0.50 0.63
C 2.41 0.03 -3.24
C -2.43 1.72 0.91
C -0.58 1.16 -1.44
C 1.29 -0.04 -2.30
C 1.09 -1.09 -1.34
C -0.82 0.27 -0.40
C 0.06 -0.93 -0.40
N 3.15 -1.09 -3.68
N -3.24 1.47 2.07
N -0.11 -1.91 0.63
C -3.54 3.19 5.02
C -4.31 2.48 2.55
C -4.62 2.42 4.14
C 1.29 -1.11 2.66
C 0.39 -2.38 2.90
C 1.04 -2.12 1.52
H 4.23 -4.20 -3.74
H 2.17 2.00 -3.94
H 4.84 -1.00 -6.53
H -2.39 2.74 0.41
H -0.96 2.16 -1.47
H 1.75 -1.97 -1.49
H -0.97 -1.92 1.15
H -3.92 3.31 6.04
H -2.58 2.58 5.02
H -3.35 4.16 4.59
H -3.95 3.55 2.36
H -5.25 2.40 1.99
H -4.69 1.43 4.47
H -5.57 2.97 4.28
H 0.80 -0.12 2.33
H 2.25 -0.88 3.24
H -0.70 -2.28 3.09
H 0.87 -3.19 3.49
H 1.80 -2.89 1.19
```

The value obtained for the molar mass is 394.87 g/mol. As for the relative energy (zero: lowest compared OMol25 entry of this formula, charge and spin): 3.212 eV. Its total charge is 0. The orbital gap is 7.77 eV. As for the largest force on an atom: 7.291 eV Å⁻¹.

Here are the Löwdin charges for atoms 1 to 5, given in e:
1 Cl 0.563
2 N 0.016
3 N 0.050
4 N 0.117
5 N 0.144

***

No. 5
A molecular structure, C19H19EuN2O6S2. Source: OMol25; level of theory: the ωB97M-V functional and the def2-TZVPD basis.

Geometry as XYZ:
```
49
Properties=species:S:1:pos:R:3
Eu -1.23 0.69 0.53
C -4.01 -1.42 0.12
O -2.66 -1.27 -0.33
C -1.93 -2.43 -0.48
C -2.50 -3.70 -0.52
C -1.68 -4.82 -0.63
C -0.31 -4.68 -0.69
C 0.26 -3.42 -0.66
C -0.54 -2.29 -0.56
N -0.04 -0.97 -0.53
N 1.23 -0.88 -0.40
C 1.85 0.32 -0.29
C 1.24 1.62 -0.42
O 0.01 1.78 -0.77
C 2.05 2.77 -0.19
C 3.36 2.67 0.13
C 4.02 1.41 0.21
C 5.40 1.32 0.50
C 6.03 0.11 0.55
C 5.30 -1.06 0.31
C 3.95 -1.00 0.03
C 3.28 0.24 -0.02
H -4.65 -1.77 -0.69
H -4.34 -0.44 0.45
H -4.05 -2.11 0.96
H -3.57 -3.83 -0.47
H -2.13 -5.80 -0.66
H 0.33 -5.56 -0.76
H 1.33 -3.29 -0.70
H 1.55 3.73 -0.26
H 3.94 3.57 0.31
H 5.95 2.24 0.69
H 7.08 0.05 0.78
H 5.79 -2.02 0.34
H 3.38 -1.90 -0.16
O -1.44 0.94 4.35
S -1.37 0.85 2.93
O -1.10 -0.52 2.35
O -0.32 1.70 2.26
O -2.62 1.25 2.17
C -2.67 2.61 -2.34
S -3.46 2.05 -0.80
C -3.30 3.57 0.18
H -3.23 3.46 -2.73
H -2.73 1.78 -3.04
H -1.64 2.86 -2.16
H -2.25 3.88 0.21
H -3.64 3.34 1.18
H -3.92 4.35 -0.28
```

The value obtained for the molar mass is 587.47 g/mol. As for the relative energy (zero: lowest compared OMol25 entry of this formula, charge and spin): 0.000 eV. Its total charge is 0. The orbital gap (alpha / beta) is 6.77 / 6.80 eV. Its spin multiplicity is 7. As for the largest force on an atom: 5.199 eV Å⁻¹.

Here are the Löwdin charges for atoms 1 to 5, given in e:
1 Eu 1.716
2 C -0.058
3 O -0.217
4 C -0.214
5 C -0.018

***

No. 6
A single C19H19FN2O2 molecule. Source: OMol25; level of theory: the ωB97M-V functional and the def2-TZVPD basis.

Geometry as XYZ:
```
43
Properties=species:S:1:pos:R:3
O -0.68 -1.42 -1.32
F -4.08 -1.46 -0.60
O 1.21 0.65 -0.94
C -1.38 -0.63 -0.74
C -4.62 1.29 -2.88
C -3.29 1.67 -3.04
C 4.98 -1.51 1.05
C 5.07 -0.10 0.92
C -4.84 0.26 -1.95
C -2.24 1.07 -2.28
C 3.63 -2.04 1.16
C 3.80 0.65 0.71
C -3.80 -0.43 -1.37
C -2.52 -0.07 -1.49
C 2.50 -1.38 1.03
C 2.60 0.00 0.70
N 1.14 -1.71 1.05
N -1.03 -0.28 0.55
C 0.63 -3.15 1.22
C -1.60 0.96 1.14
C 0.29 -0.50 1.10
C -0.78 2.14 0.70
C 0.75 1.98 0.98
C 1.22 0.59 0.42
H 1.23 -0.30 -1.31
H -5.47 1.68 -3.41
H -2.94 2.39 -3.70
H 5.86 -2.21 1.00
H 5.91 0.47 0.86
H -5.84 -0.08 -1.56
H -1.22 1.33 -2.40
H 3.54 -3.10 1.23
H 3.99 1.77 0.64
H 0.57 -3.62 0.23
H -0.25 -3.18 1.75
H 1.36 -3.73 1.85
H -2.66 1.14 0.91
H -1.49 0.97 2.24
H 0.30 -0.28 2.19
H -1.26 2.96 1.34
H -0.86 2.30 -0.44
H 0.98 2.14 2.03
H 1.26 2.75 0.42
```

The value obtained for the molar mass is 326.37 g/mol. As for the relative energy (zero: lowest compared OMol25 entry of this formula, charge and spin): 2.060 eV. Its total charge is 0. The orbital gap is 8.26 eV. As for the largest force on an atom: 4.839 eV Å⁻¹.

Here are the Löwdin charges for atoms 1 to 5, given in e:
1 O 0.096
2 F 0.111
3 O 0.030
4 C -0.394
5 C -0.058